Record 1
Entry from the OMol25 dataset: 7 unconnected molecules or ions with the total composition C33H81N7O3 in a non-equilibrium geometry (ωB97M-V/def2-TZVPD).

```
124
Properties=species:S:1:pos:R:3:mulliken_charge:R:1
C -1.290 -6.554 3.637 -1.220
C -1.449 -7.869 3.002 -0.549
N -0.677 -9.023 3.520 -0.006
C -0.803 -9.314 4.981 -0.360
C -2.155 -9.778 5.475 -1.394
C 0.709 -8.756 3.054 -0.309
C 1.732 -9.862 3.354 -1.505
H -0.329 -6.085 3.424 0.320
H -1.176 -6.538 4.721 0.313
H -2.082 -5.859 3.357 0.396
H -2.492 -8.095 3.226 0.342
H -1.380 -7.613 1.945 0.350
H -0.069 -10.107 5.121 0.479
H -0.441 -8.549 5.668 0.305
H -2.067 -10.391 6.372 0.399
H -2.653 -8.871 5.816 0.292
H -2.746 -10.323 4.738 0.347
H 1.142 -7.801 3.354 0.290
H 0.743 -8.716 1.965 0.377
H 1.313 -10.866 3.292 0.363
H 2.269 -9.611 4.269 0.334
H 2.545 -9.816 2.629 0.437
C -3.206 2.591 3.132 -0.982
C -3.339 4.125 3.084 -0.635
N -4.662 4.620 2.555 -0.019
C -4.934 4.267 1.183 -0.356
C -3.859 4.539 0.153 -1.331
C -5.874 4.188 3.293 -0.456
C -5.937 4.843 4.701 -1.355
H -3.309 2.155 2.138 0.255
H -3.881 2.109 3.839 0.270
H -2.149 2.506 3.384 0.387
H -3.181 4.512 4.091 0.354
H -2.529 4.426 2.419 0.307
H -5.226 3.224 1.061 0.365
H -5.723 4.871 0.735 0.416
H -4.294 4.805 -0.811 0.371
H -3.170 5.266 0.583 0.335
H -3.271 3.637 -0.017 0.244
H -6.044 3.111 3.276 0.394
H -6.763 4.664 2.880 0.412
H -5.163 4.398 5.326 0.288
H -6.883 4.639 5.203 0.415
H -5.700 5.906 4.665 0.322
C 8.966 -2.049 5.845 -1.496
C 7.781 -2.955 5.509 -0.279
N 7.767 -3.678 4.264 0.170
C 8.926 -4.383 3.881 -0.639
C 9.109 -5.717 4.659 -0.961
C 6.514 -4.240 3.947 -0.413
C 5.385 -3.224 3.831 -1.359
H 9.030 -1.267 5.088 0.332
H 9.945 -2.524 5.915 0.367
H 8.853 -1.523 6.793 0.400
H 7.564 -3.622 6.344 0.340
H 6.970 -2.226 5.517 0.234
H 9.067 -4.617 2.826 0.361
H 9.828 -3.811 4.100 0.333
H 8.635 -6.586 4.203 0.306
H 10.147 -5.962 4.884 0.333
H 8.540 -5.572 5.578 0.242
H 6.123 -5.000 4.624 0.310
H 6.445 -4.639 2.935 0.333
H 5.172 -2.737 4.783 0.423
H 4.482 -3.790 3.605 0.377
H 5.601 -2.588 2.973 0.287
C -4.882 4.457 -8.126 -1.193
C -5.071 3.190 -7.280 -0.581
N -6.224 3.377 -6.279 0.081
C -6.046 2.561 -5.145 -0.722
C -5.895 1.007 -5.418 -1.067
C -7.536 3.296 -6.953 -0.127
C -8.798 3.751 -6.163 -1.461
H -4.140 4.173 -8.872 0.359
H -4.562 5.333 -7.560 0.306
H -5.777 4.810 -8.638 0.319
H -5.215 2.306 -7.902 0.330
H -4.123 2.871 -6.847 0.429
H -6.995 2.640 -4.615 0.353
H -5.246 2.917 -4.495 0.389
H -6.759 0.635 -5.969 0.288
H -5.874 0.501 -4.453 0.408
H -4.932 0.751 -5.858 0.287
H -7.469 4.020 -7.766 0.225
H -7.831 2.315 -7.325 0.246
H -9.664 3.889 -6.811 0.428
H -9.151 2.951 -5.513 0.367
H -8.644 4.724 -5.696 0.336
C 2.526 6.495 -5.782 -0.857
N 2.323 7.330 -7.010 -0.217
C 1.246 7.260 -7.776 0.683
C 1.284 8.133 -9.063 -1.128
O 0.386 6.438 -7.621 -0.600
H 3.527 6.064 -5.784 0.281
H 1.826 5.661 -5.744 0.323
H 2.267 7.067 -4.891 0.304
H 2.865 8.179 -6.934 0.255
H 0.657 7.809 -9.894 0.341
H 2.178 7.949 -9.658 0.317
H 1.273 9.217 -8.948 0.298
C 3.305 2.953 1.646 -0.882
N 4.644 3.005 1.072 -0.183
C 5.118 2.217 0.137 0.672
C 6.569 2.288 -0.346 -0.926
O 4.433 1.338 -0.419 -0.651
H 2.735 3.881 1.669 0.336
H 3.278 2.446 2.611 0.301
H 2.627 2.429 0.972 0.275
H 5.258 3.568 1.642 0.235
H 7.037 1.308 -0.254 0.260
H 7.035 3.055 0.272 0.306
H 6.616 2.658 -1.370 0.253
C -0.224 1.123 -3.221 -0.929
N 0.283 0.148 -2.254 -0.189
C -0.477 -0.517 -1.316 0.723
C 0.228 -1.269 -0.155 -0.990
O -1.731 -0.456 -1.324 -0.644
H -1.094 0.571 -3.575 0.309
H 0.402 1.187 -4.111 0.359
H -0.520 2.153 -3.019 0.277
H 1.282 0.097 -2.115 0.229
H 1.248 -1.508 -0.455 0.326
H -0.221 -2.253 -0.021 0.289
H 0.254 -0.792 0.825 0.241
```

Summary:
E_HOMO: -7.99 eV
multiplicity: 1
SMILES: CCN(CC)CC.CCN(CC)CC.CCN(CC)CC.CCN(CC)CC.CNC(C)=O.CNC(C)=O.CNC(C)=O
M: 624.057 g mol⁻¹

Record 2
Entry from the OMol25 dataset: 14 unconnected molecules or ions with the total composition C33H83ClN18O30P3SSi in a non-equilibrium geometry (ωB97M-V/def2-TZVPD).

```
170
Properties=species:S:1:pos:R:3:mulliken_charge:R:1
C 2.540 -2.467 -1.776 -0.110
C 1.356 -1.665 -0.976 1.058
P -0.426 -2.149 -1.462 0.981
C -1.452 -2.138 0.164 -0.563
C -1.648 -3.642 0.831 -0.115
C -1.272 -0.856 -2.584 -0.928
C -2.484 -1.764 -3.276 -0.059
C -1.937 -2.940 -4.279 0.679
C -2.906 -4.299 -4.163 -1.015
C -2.386 -5.375 -3.041 0.350
N -1.011 -5.952 -3.292 -0.275
C -0.201 -6.080 -2.002 0.301
N -0.800 -6.731 -0.941 -0.491
N 1.204 -5.554 -1.804 -0.155
O -1.809 0.199 -1.661 -0.312
P -0.671 1.553 -1.496 1.186
Cl -1.937 2.242 0.122 -0.475
C 0.582 3.030 -1.399 -1.370
C 2.022 2.629 -0.725 1.341
C 3.334 2.995 -1.695 -0.768
C 4.395 1.745 -1.731 0.212
S 5.697 1.884 -3.104 -0.099
C 5.590 0.335 -4.203 0.364
N 5.681 0.190 -5.707 -0.266
N 5.521 -1.093 -6.251 -0.330
C 5.298 -1.930 -4.999 -0.025
O 5.343 -1.079 -3.771 -0.195
O 0.305 1.037 -2.843 0.705
C -0.395 0.001 -3.673 0.206
P 1.072 -0.826 -4.575 0.239
O 2.391 -0.036 -4.168 -0.417
Si -1.299 0.959 -5.094 0.230
C -2.964 1.814 -4.497 -0.842
C -0.126 2.368 -5.799 -0.897
C -1.784 -0.125 -6.609 -0.958
H 3.276 -3.073 -1.060 0.218
H 3.234 -1.642 -2.288 -0.173
H 2.171 -3.226 -2.587 -0.115
H 1.478 -1.956 0.176 0.237
H 1.599 -0.522 -1.051 -1.124
H -2.551 -1.780 -0.128 -0.088
H -0.982 -1.352 0.912 0.426
H -0.822 -3.884 1.624 0.247
H -2.675 -3.581 1.435 0.051
H -1.811 -4.491 0.029 -0.134
H -3.004 -2.324 -2.360 -0.407
H -3.337 -1.092 -3.747 0.171
H -0.840 -3.295 -4.082 -0.494
H -1.982 -2.648 -5.435 0.057
H -2.923 -4.884 -5.203 0.323
H -4.017 -4.021 -3.917 0.255
H -3.145 -6.294 -3.087 0.274
H -2.536 -4.882 -1.990 -0.545
H -0.483 -5.448 -4.037 0.351
H -0.171 -6.750 -0.100 0.071
H 1.821 -5.718 -2.630 0.299
H 1.664 -5.927 -0.945 0.150
H 0.054 0.890 -0.442 -0.298
H -1.457 2.515 -2.257 -0.460
H 0.065 3.853 -0.710 0.261
H 0.691 3.440 -2.491 0.183
H 2.147 1.499 -0.447 -0.558
H 2.173 3.235 0.291 -0.295
H 3.856 3.931 -1.170 0.265
H 2.927 3.335 -2.738 0.359
H 3.776 0.741 -1.784 -0.300
H 5.017 1.691 -0.720 0.227
H 5.095 -3.091 -5.097 0.317
H 0.997 -0.741 -6.036 0.016
H 1.209 -2.232 -4.271 -0.049
H -2.647 2.889 -4.148 0.183
H -3.725 1.938 -5.390 0.405
H -3.500 1.198 -3.654 0.161
H -0.540 2.702 -6.858 0.327
H -0.075 3.304 -5.095 0.248
H 0.978 1.963 -5.990 0.214
H -2.705 -0.785 -6.314 0.209
H -0.909 -0.733 -7.093 0.282
H -2.165 0.628 -7.451 0.313
C 1.871 -7.507 3.211 -0.521
N 1.998 -6.384 2.244 0.863
O 2.109 -5.244 2.711 -0.505
O 1.983 -6.677 1.043 -0.615
H 1.899 -7.105 4.225 0.286
H 0.916 -8.001 3.018 0.088
H 2.710 -8.185 3.041 0.274
C 0.694 4.232 3.474 -0.654
N 2.028 4.610 2.934 0.916
O 2.445 5.744 3.197 -0.531
O 2.619 3.758 2.261 -0.578
H 0.292 5.073 4.043 0.290
H 0.049 3.998 2.625 0.223
H 0.834 3.362 4.119 0.258
C 4.103 0.529 2.631 -0.823
N 3.737 -0.709 1.892 0.990
O 4.512 -1.090 1.006 -0.532
O 2.683 -1.265 2.221 -0.542
H 5.049 0.909 2.238 0.289
H 3.302 1.255 2.474 0.280
H 4.201 0.267 3.686 0.327
C -3.656 -6.158 3.485 -0.807
N -2.274 -6.265 4.028 0.987
O -1.786 -5.248 4.534 -0.526
O -1.720 -7.366 3.930 -0.546
H -4.018 -5.140 3.638 0.294
H -3.610 -6.395 2.420 0.263
H -4.278 -6.875 4.025 0.358
C -4.574 4.381 -0.771 -0.452
N -5.205 5.725 -0.679 0.869
O -5.374 6.344 -1.736 -0.531
O -5.514 6.121 0.451 -0.548
H -4.356 4.163 -1.818 0.201
H -3.654 4.409 -0.183 0.211
H -5.282 3.656 -0.365 0.233
C 1.708 6.742 7.311 -0.837
N 0.753 6.496 6.197 0.915
O 0.361 5.335 6.034 -0.561
O 0.425 7.475 5.517 -0.500
H 1.908 5.798 7.821 0.321
H 2.625 7.147 6.876 0.330
H 1.243 7.458 7.992 0.320
C -5.950 -2.488 0.249 -0.650
N -5.367 -3.835 0.006 0.975
O -4.853 -4.412 0.972 -0.457
O -5.442 -4.276 -1.147 -0.589
H -5.814 -2.228 1.301 0.189
H -5.423 -1.780 -0.394 0.230
H -7.011 -2.538 -0.002 0.275
C -7.890 -1.076 4.570 -0.801
N -7.275 -1.406 3.256 0.869
O -7.254 -2.597 2.924 -0.491
O -6.831 -0.460 2.595 -0.445
H -8.237 -1.999 5.040 0.308
H -7.124 -0.596 5.182 0.307
H -8.728 -0.401 4.382 0.271
C 3.967 9.924 10.288 -0.707
N 3.601 8.686 9.549 0.835
O 4.376 8.306 8.664 -0.491
O 2.547 8.130 9.879 -0.508
H 4.912 10.304 9.896 0.307
H 3.165 10.650 10.132 0.288
H 4.065 9.662 11.343 0.278
C 8.741 5.317 -3.087 -0.747
N 7.656 5.722 -2.153 0.837
O 6.581 5.117 -2.238 -0.472
O 7.915 6.636 -1.361 -0.502
H 8.377 4.508 -3.723 0.286
H 9.002 6.191 -3.688 0.285
H 9.588 4.983 -2.484 0.301
C -1.362 -9.604 0.608 -0.657
N -0.988 -10.358 1.834 0.923
O 0.217 -10.551 2.035 -0.539
O -1.914 -10.736 2.561 -0.536
H -0.452 -9.335 0.067 0.295
H -1.994 -10.255 0.001 0.324
H -1.901 -8.708 0.924 0.187
C 8.967 9.057 0.561 -0.688
N 9.404 10.387 1.063 0.840
O 10.291 10.404 1.924 -0.516
O 8.845 11.378 0.577 -0.507
H 9.541 8.281 1.072 0.315
H 7.902 8.956 0.779 0.290
H 9.157 9.032 -0.514 0.269
C -9.884 -1.444 -0.258 -0.744
N -10.409 -1.741 1.102 0.848
O -9.828 -1.218 2.060 -0.482
O -11.389 -2.492 1.170 -0.523
H -9.026 -0.775 -0.167 0.312
H -9.588 -2.392 -0.711 0.274
H -10.687 -0.967 -0.823 0.308
```

Summary:
charge: -1
E_HOMO: -5.11 eV
multiplicity: 1
M: 1400.651 g mol⁻¹

no.,frontier orbital gap (eV)
1,8.305
2,5.570